Record 1
Below is a molecular structure, C21H16I2N3O2Re, with properties calculated with ωB97M-V/def2-TZVPD.

Each line ends with the Löwdin charge.
Geometry (Å):
Re -0.599 0.924 -0.319  1.545
I 6.809 -0.486 1.228  1.324
C 4.829 -0.352 1.009  -0.721
C 3.935 -1.313 1.518  -0.164
C 2.620 -1.272 1.186  -0.647
I 1.285 -2.646 1.932  1.108
C 2.110 -0.295 0.355  -0.385
O 0.912 -0.406 -0.153  -0.293
C 2.987 0.794 -0.075  -0.124
C 2.401 1.809 -1.042  -0.071
N 1.062 2.345 -0.563  -0.145
C 1.140 3.168 0.700  -0.089
C 0.688 2.407 1.879  -0.245
C 1.124 2.740 3.156  0.029
C 0.589 2.121 4.278  0.033
C -0.393 1.150 4.057  0.014
C -0.769 0.828 2.764  -0.085
N -0.251 1.441 1.706  -0.045
C 4.308 0.745 0.244  -0.067
H 4.282 -2.094 2.135  0.096
H 2.278 1.360 -2.033  0.151
H 3.040 2.669 -1.126  0.134
H 0.783 2.950 -1.313  0.123
H 0.508 4.043 0.501  0.156
H 2.162 3.569 0.859  0.157
H 1.910 3.503 3.262  0.149
H 0.922 2.480 5.250  0.144
H -0.904 0.632 4.861  0.137
H -1.520 0.072 2.590  0.132
H 4.996 1.501 -0.184  0.133
O -2.569 2.993 -0.745  0.187
N -1.854 2.161 -0.564  -0.277
C -1.823 -0.633 -0.989  -0.045
C -2.426 -1.357 -1.790  -0.026
C -3.223 -2.227 -2.515  -0.185
C -2.961 -2.603 -3.850  0.047
C -3.589 -3.723 -4.325  -0.002
C -4.537 -4.406 -3.564  0.094
C -4.948 -3.866 -2.278  0.021
C -4.306 -2.791 -1.789  0.011
H -2.202 -2.059 -4.380  0.138
H -3.353 -4.049 -5.315  0.131
H -5.123 -5.237 -3.979  0.150
H -5.763 -4.264 -1.745  0.120
H -4.566 -2.325 -0.832  0.147

⟨S²⟩ = 3.829
total energy = -48901.58823 eV
spin multiplicity = 4
net charge = +3
HOMO (alpha / beta) = -16.89 / -16.94 eV
LUMO (alpha / beta) = -10.111 / -11.669 eV


Record 2
Below is a molecular structure, C21H16N2NiO3S2, with properties calculated with ωB97M-V/def2-TZVPD.

Each line ends with the Löwdin charge.
Geometry (Å):
Ni -0.158 -1.048 1.017  0.353
C -1.172 -0.996 -3.559  -0.091
O -1.264 -2.414 -3.478  -0.113
C -1.759 -2.913 -2.287  -0.227
C -2.635 -3.981 -2.379  -0.058
C -3.196 -4.554 -1.240  -0.144
C -2.891 -4.014 0.004  -0.092
C -2.004 -2.953 0.115  -0.253
C -1.629 -2.282 1.410  -0.535
N 0.286 -1.104 2.910  -0.022
N 1.477 -0.798 3.111  -0.053
C 2.257 -0.451 2.024  -0.462
O 1.767 -0.475 0.838  -0.101
C 3.634 -0.085 2.272  -0.165
C 4.201 -0.091 3.562  -0.057
C 5.520 0.272 3.757  -0.132
C 6.325 0.650 2.681  -0.147
C 5.775 0.658 1.403  -0.126
C 4.455 0.299 1.195  -0.040
C -1.372 -2.407 -1.022  -0.308
O -0.456 -1.485 -0.872  -0.145
H -1.009 -0.768 -4.615  0.073
H -0.367 -0.605 -2.941  0.078
H -2.108 -0.532 -3.229  0.091
H -2.883 -4.347 -3.370  0.096
H -3.886 -5.385 -1.331  0.071
H -3.356 -4.403 0.905  0.096
H -1.284 -2.982 2.176  0.044
H 3.577 -0.384 4.395  0.091
H 5.933 0.260 4.760  0.083
H 7.360 0.932 2.840  0.075
H 6.386 0.951 0.555  0.085
H 4.016 0.303 0.206  0.104
S -3.038 -1.450 2.186  0.855
C -3.580 -0.412 0.857  -0.563
C -4.819 -0.686 0.282  -0.138
C -5.346 0.108 -0.726  -0.138
C -4.597 1.187 -1.182  -0.139
C -3.354 1.454 -0.637  -0.155
C -2.803 0.677 0.399  -0.700
S -1.246 1.100 1.055  0.584
H -5.362 -1.554 0.636  0.085
H -6.309 -0.128 -1.164  0.077
H -4.977 1.816 -1.982  0.081
H -2.761 2.281 -1.008  0.079

⟨S²⟩ = 2.276
total energy = -93872.28483 eV
spin multiplicity = 3
net charge = -2
energy relative to the best compared isomer or geometry (same formula, charge and spin) = 3.123 eV
HOMO (alpha / beta) = -0.22 / -1.23 eV
LUMO (alpha / beta) = 4.920 / 4.908 eV


Molar mass for every record listed, in sequence, given in Da: 782.39 467.20.